Record 1
99
Properties=species:S:1:pos:R:3:lowdin_spin:R:1 method="wB97M-V/def2-TZVPD" gap_ev="6.85 / 6.47" largest_force_ha_per_bohr=0.0515 spin_multiplicity=5 e_tot_ev=-114412.7784 relative_energy_kj_mol=141.3 total_charge=+1 s2=6.05 homo_energy_ev="-9.139 / -8.867" lumo_ev="-2.3 / -2.4"
H 5.04052 -1.58808 -1.15981 0.00
H -3.67686 1.83642 -0.34139 0.00
H -2.13449 -3.29549 -1.87239 0.00
O -0.59913 1.50688 0.74689 0.01
H 1.17000 -0.90340 3.57430 0.00
H 3.87303 -4.29250 -0.17437 0.00
H -5.01038 1.21264 3.57534 0.00
Si 1.72015 -0.26520 -0.12609 -0.03
C -0.49764 -5.05619 1.70008 0.02
H 4.85769 -1.32743 1.53277 0.00
O -1.23396 0.16854 3.08640 0.02
C -2.96577 0.34851 -3.21319 0.00
C -1.40227 -4.79171 0.68896 0.00
C -2.60645 -3.36372 -0.89076 0.00
H -0.46660 5.31899 2.66686 0.00
H 0.63819 -1.90877 1.97944 0.01
O -0.61824 0.69894 -2.02556 0.03
C 4.29118 -1.92272 -1.88116 0.00
H -2.94021 -0.85521 3.35458 0.00
C 4.39676 1.73298 -1.22122 0.00
H 3.38816 -3.28534 1.18825 0.00
C 0.22915 -3.98425 2.18378 0.00
N -0.86119 3.49416 1.76881 0.01
H -0.78033 -1.71186 -4.56522 0.00
H -3.52774 -1.13796 -4.65944 0.00
H 4.96816 0.80585 -1.30524 0.00
H 2.56374 -1.94712 3.30753 0.00
H -4.69430 2.89925 3.12283 0.00
H 1.75390 3.44585 -0.30921 0.00
C -3.19334 -0.09673 -4.64648 0.00
H 4.81202 2.44387 -1.94000 0.00
C 1.64687 3.07207 -1.33082 0.00
H 2.20936 -4.33595 0.39863 0.00
O -2.71032 0.03271 0.75346 0.02
H 4.67975 -2.82153 -2.36844 0.00
C -2.65173 0.17123 3.12608 0.00
H 4.19432 -1.14610 -2.64291 0.00
H -3.00508 0.83576 3.91715 0.00
N -4.17120 1.47167 1.65227 0.01
H -0.21443 4.83833 0.28309 0.00
C 0.05331 -2.74522 1.61719 0.03
H 5.22857 0.34676 1.12517 0.00
C -0.82389 -0.63221 -4.40748 0.00
H 3.32401 1.38168 -3.95509 0.00
H 1.95558 -3.97670 -2.73176 0.00
H -3.84309 -2.24140 0.11323 0.00
H -3.22954 -4.26185 -0.88727 0.00
H -1.15050 2.05357 3.92014 0.00
H 0.53598 -3.34061 -1.89938 0.00
C 3.06081 -3.67974 0.22280 0.00
H 1.82928 2.43386 2.01324 0.00
Si 2.55440 1.42696 -1.56526 -0.01
H 1.33067 -2.37993 -3.15462 0.00
H 5.18638 -0.16066 2.81564 0.00
H -1.96421 4.81297 0.58113 0.00
H -1.17494 3.47232 -0.29199 0.00
H 0.17676 -0.21657 -4.47994 0.00
Si 2.64427 -2.28905 -1.01183 0.00
C -0.72466 2.16374 1.78331 0.01
H -6.03585 2.01275 2.39428 0.00
C 4.70658 -0.29022 1.84131 0.00
H 4.56513 2.13565 -0.21962 0.00
C 1.50559 -3.06857 -2.32328 0.00
H 2.34184 -0.03937 -3.61665 0.00
C -1.06571 4.19639 0.50910 0.00
Si 2.85876 0.12537 1.93153 -0.01
O -3.41948 -2.22398 -0.75017 0.01
S -1.39217 -0.41589 -2.65920 0.02
H 0.94267 -4.10608 2.98661 0.00
H -2.79426 1.42325 -3.13452 0.00
H -3.95812 0.50786 -5.13446 0.00
C -0.66487 1.46863 3.13583 0.00
C -3.20763 0.55171 1.76118 0.01
C 2.43517 1.03258 -3.42584 0.00
H 2.71356 -0.54061 4.34912 0.00
C 2.25390 -0.90490 3.42701 0.00
H 2.01511 3.84200 -2.01317 0.00
H 0.58667 2.91441 -1.53016 0.00
H -5.35925 1.33963 -0.09308 0.00
C -0.78238 4.32204 2.96419 0.00
Cr -0.74233 -0.48835 0.28304 3.80
C -4.53704 1.93144 0.31608 0.00
H -1.58513 1.07932 -5.47748 0.00
H -0.04469 3.94201 3.66833 0.00
H 0.38628 1.32610 3.39190 0.00
H 2.73557 2.12118 3.50461 0.00
H 3.58149 2.52624 2.01602 0.00
C -1.55702 -3.51206 0.17900 0.02
H 1.57014 1.53737 -3.85975 0.00
N -0.80494 -2.45655 0.61013 0.01
C 2.73273 1.97200 2.42092 0.00
H -3.74768 0.03392 -2.52707 0.00
C -1.83700 0.02656 -5.33568 0.00
H -0.37311 -6.05332 2.09812 0.00
H -1.84475 -0.45132 -6.31521 0.00
H -4.84184 2.97513 0.37444 0.00
H -2.01596 -5.58899 0.29098 0.00
C -5.01165 1.92186 2.75195 0.00
H -1.74884 4.40949 3.46866 0.00



Record 2
105
Properties=species:S:1:pos:R:3:lowdin_charge:R:1 method="wB97M-V/def2-TZVPD" gap_ev=5.63 largest_force_ha_per_bohr=0.0948 spin_multiplicity=1 e_tot_ev=-156357.7362 total_charge=-1 homo_energy_ev=-3.813 lumo_ev=1.8
H 1.85903 -0.75265 3.06046 0.04
H 6.20683 5.00188 -4.52061 0.08
O -6.13333 -5.88186 1.02894 -0.23
C 1.64498 -1.19497 -0.38843 -0.19
H 1.42859 0.47666 -1.70011 0.05
C -7.81489 -2.79020 1.93000 -0.08
H -6.09355 -0.21563 1.39317 0.10
F -0.06022 1.48100 4.97887 -0.05
H -1.25123 4.42801 0.48659 0.05
H -7.06231 3.66764 4.31809 0.08
Si -4.07343 3.56052 3.88864 0.61
H -7.87452 -1.73104 2.15070 0.05
C 8.39950 2.69984 -4.42893 -0.10
C -6.84668 2.81804 3.68440 -0.10
H -8.90062 2.31596 3.48220 0.10
P -0.08988 1.00684 0.08014 0.79
H -6.94310 -7.77003 1.04993 0.08
H 8.68788 2.78860 -5.47276 0.08
H 4.86183 5.30428 -5.62878 0.09
H 0.37585 2.96128 -1.22550 0.05
H 8.47725 3.67276 -3.94293 0.09
H 9.17491 -3.47977 -1.10476 0.09
C 4.90454 -0.82599 -1.84222 -0.07
H -4.21874 4.25119 6.30477 0.02
H 1.05611 -1.71012 5.11436 0.08
H -5.58224 4.93911 5.33110 0.01
O -5.00652 -4.03720 0.01533 -0.23
C 8.66828 -3.75249 -2.02973 -0.10
C 0.05447 2.83493 -0.18604 -0.52
O -6.83293 -2.96283 0.88728 -0.20
H 6.37572 4.63215 -6.26391 0.08
C -4.32994 -4.69666 -1.04526 -0.10
O 5.15244 3.34595 -5.17699 -0.23
H 2.39338 0.86419 -0.30432 0.06
H 9.07626 2.00750 -3.92814 0.08
H -4.25237 1.17773 2.24969 0.09
C -5.54159 2.50609 3.32709 -0.24
H -0.88279 3.83271 4.51530 0.12
H 4.68089 -1.43166 -0.96444 0.09
C -7.61636 0.95722 2.39586 -0.12
H 5.04189 -0.45378 -4.49067 0.05
H 4.05281 -0.18713 -2.05869 0.08
C 7.13909 -3.77919 -5.15235 -0.10
H -5.02213 -4.99109 -1.83587 0.08
O 6.83789 2.14228 -6.74346 -0.26
C -6.39844 -7.11521 0.36956 -0.11
H -6.97174 -6.99475 -0.54551 0.08
H -7.51523 -3.32033 2.83404 0.09
H -8.42725 0.34590 2.01703 0.09
C -5.27883 1.40242 2.51566 -0.08
H 0.80929 3.33166 0.42637 0.06
H 8.22889 -3.71378 -5.18819 0.08
H -3.79536 -5.57138 -0.66783 0.08
C -1.22774 3.08875 3.78213 -0.22
H 5.77642 -0.20005 -1.64862 0.09
H 2.25023 -1.32483 0.50727 0.05
O 6.59885 -2.64673 -4.48656 -0.25
H -3.96653 5.60406 5.20696 0.03
Ga -0.40854 0.45502 2.37334 0.35
H -4.62173 5.39352 2.32600 0.03
C -6.32055 0.62017 2.04232 -0.08
C 4.82868 -0.25508 -5.54466 -0.07
C 0.34573 -1.63912 4.29402 -0.30
C 5.69259 4.63614 -5.41280 -0.11
H 5.60146 -0.70677 -6.16744 0.09
H -2.48620 2.29719 5.30968 0.08
C 1.49041 0.32605 -0.61537 -0.54
O -7.38680 -4.71015 -0.78402 -0.26
H 6.83401 -4.70716 -4.66698 0.09
P -6.50708 -4.45805 0.37764 0.45
H -3.72847 4.12780 1.54557 0.02
H 0.65186 -1.58881 -0.16866 0.05
H -1.15962 -2.32838 5.54562 0.03
C -1.33697 3.48243 -0.05165 -0.21
O 7.06214 2.24350 -4.25674 -0.23
H -1.96013 2.84319 0.58046 0.02
H -2.69574 1.52684 3.76222 0.02
H 3.86482 -0.68824 -5.79635 0.10
O 5.13669 -1.68244 -2.99725 -0.25
C 0.81745 -1.06799 2.98399 -0.30
F 1.08963 2.67871 3.51362 -0.03
H 9.42101 -3.99448 -2.78020 0.09
C -3.75428 4.74125 2.44911 -0.17
C -4.52542 4.67619 5.35060 -0.17
H -1.90746 -0.10436 2.50370 -0.04
H -1.84288 3.62082 -1.00295 0.06
O 4.75025 1.17335 -5.81426 -0.20
P 6.05070 2.05140 -5.49477 0.44
O 7.94102 -2.62241 -2.50739 -0.23
C -0.88489 -2.10006 4.52238 -0.07
H -3.60320 -3.99743 -1.45135 0.09
O 5.85186 -3.99189 -2.40761 -0.24
P 6.38540 -2.70522 -2.89187 0.46
H -1.59047 -2.27813 3.72269 0.03
C -7.89139 2.03422 3.21093 -0.10
H -5.43656 -7.57495 0.14169 0.09
C -0.13618 2.03979 3.68520 -0.53
H 8.03838 -4.61912 -1.84984 0.08
H -8.79223 -3.14609 1.59675 0.09
H -2.83205 5.30635 2.56058 0.03
H 2.08262 -1.68428 -1.25538 0.05
H 0.74271 -1.88655 2.26305 0.03
H 6.75970 -3.77089 -6.17193 0.09
H -1.26832 3.61756 2.82800 0.08
C -2.56563 2.50083 4.23995 -0.24